Entry 1:
{"formula": "C18H27F4N6Pt", "method": "ωB97M-V/def2-TZVPD", "orbital_gap_ev": [6.7772, 6.7781], "lumo_energy_ev": [-4.21, -4.21], "e_above_lowest_kj_mol": 23.0, "total_energy_ha": -1549.11517, "charge": 1, "largest_force_ev_per_a": 0.605, "species": ["Pt", "C", "C", "N", "C", "C", "C", "C", "N", "C", "C", "F", "C", "F", "C", "C", "F", "C", "F", "H", "H", "H", "H", "H", "H", "H", "H", "H", "H", "H", "H", "H", "H", "H", "C", "N", "C", "N", "C", "N", "C", "N", "C", "C", "H", "H", "H", "H", "H", "H", "H", "H", "H", "H", "H", "H"], "positions_angstrom": [[0.890, 0.778, 0.672], [0.452, 0.619, -2.805], [1.831, 0.926, -2.257], [1.919, 1.586, -0.915], [3.350, 1.588, -0.481], [3.841, 0.203, -0.092], [1.421, 2.993, -0.922], [-0.098, 3.044, -0.791], [-0.545, 1.775, -0.224], [-1.882, 1.492, -0.039], [-2.353, 0.173, -0.119], [-1.492, -0.823, -0.411], [-3.688, -0.151, 0.011], [-4.034, -1.437, -0.073], [-4.653, 0.818, 0.194], [-4.221, 2.127, 0.231], [-5.099, 3.114, 0.400], [-2.882, 2.463, 0.124], [-2.558, 3.762, 0.214], [0.589, 0.018, -3.704], [-0.098, 1.513, -3.092], [-0.145, 0.046, -2.101], [2.379, 1.578, -2.945], [2.389, -0.004, -2.178], [3.420, 2.249, 0.381], [3.958, 2.021, -1.280], [3.143, -0.304, 0.595], [4.790, 0.293, 0.434], [3.995, -0.456, -0.943], [1.782, 3.525, -1.806], [1.861, 3.466, -0.046], [-0.571, 3.152, -1.772], [-0.368, 3.923, -0.208], [-5.699, 0.566, 0.288], [-0.914, -0.776, 2.716], [0.266, 0.165, 2.603], [1.427, -0.518, 3.282], [1.120, -0.847, 4.651], [-0.042, -1.740, 4.687], [-1.213, -1.102, 4.086], [-1.516, 0.129, 4.817], [-0.379, 1.052, 4.786], [-0.071, 1.389, 3.420], [0.783, 0.384, 5.377], [-0.669, -1.680, 2.160], [-1.766, -0.285, 2.258], [2.282, 0.164, 3.254], [1.661, -1.424, 2.719], [-0.259, -1.992, 5.725], [0.189, -2.658, 4.145], [-1.749, -0.115, 5.853], [-2.385, 0.612, 4.368], [0.793, 2.054, 3.392], [-0.918, 1.880, 2.937], [0.563, 0.130, 6.413], [1.639, 1.061, 5.357]]}

***

Entry 2:
{"formula": "C2ClN4O2", "method": "ωB97M-V/def2-TZVPD", "orbital_gap_ev": 9.0291, "lumo_energy_ev": 3.44, "e_above_lowest_kj_mol": 0.0, "total_energy_ha": -905.98808, "charge": -1, "largest_force_ev_per_a": 1.341, "species": ["C", "C", "N", "N", "N", "N", "O", "O", "Cl"], "positions_angstrom": [[0.065, 0.230, 1.727], [-0.538, -0.191, -2.182], [-0.670, 0.137, 0.626], [0.222, -0.167, -0.298], [1.413, -0.251, 0.218], [1.364, -0.002, 1.510], [-0.573, -1.325, -2.445], [-0.666, 0.950, -2.390], [-0.617, 0.619, 3.234]]}

***

Entry 3:
{"formula": "C5H8OS2", "method": "ωB97M-V/def2-TZVPD", "orbital_gap_ev": 9.4601, "lumo_energy_ev": 0.65, "e_above_lowest_kj_mol": 454.8, "smiles": "C[C@@]12SCO[C@H]1[C@@H]2S", "total_energy_ha": -1066.75813, "largest_force_ev_per_a": 3.167, "species": ["C", "C", "S", "C", "O", "C", "C", "S", "H", "H", "H", "H", "H", "H", "H", "H"], "positions_angstrom": [[-0.454, 1.712, -0.040], [0.281, 0.400, 0.405], [-0.877, -0.380, 1.540], [-1.707, -1.164, -0.082], [-0.881, -0.842, -1.245], [0.361, -0.684, -0.616], [1.577, 0.127, -0.372], [3.075, -0.523, 0.402], [0.225, 2.358, -0.833], [-1.472, 1.416, -0.344], [-0.598, 2.457, 0.866], [-1.743, -2.189, 0.149], [-2.747, -0.824, -0.261], [0.704, -1.660, -0.143], [1.813, 0.977, -0.903], [2.444, -1.182, 1.476]]}

***

Entry 4:
{"formula": "C25H25Br21O4Si", "method": "ωB97M-V/def2-TZVPD", "orbital_gap_ev": 8.3076, "lumo_energy_ev": -0.90, "total_energy_ha": -55612.21873, "largest_force_ev_per_a": 1.981, "species": ["C", "Si", "C", "C", "C", "C", "C", "C", "C", "O", "O", "C", "C", "C", "O", "C", "C", "C", "C", "C", "C", "C", "O", "H", "H", "H", "H", "H", "H", "H", "H", "H", "H", "H", "H", "H", "H", "H", "H", "H", "H", "C", "Br", "Br", "Br", "H", "C", "Br", "Br", "Br", "H", "C", "Br", "Br", "Br", "H", "C", "Br", "Br", "Br", "H", "C", "Br", "Br", "Br", "H", "C", "Br", "Br", "Br", "H", "C", "Br", "Br", "Br", "H"], "positions_angstrom": [[0.424, -2.124, 1.405], [-0.230, -1.840, -0.350], [0.999, -2.364, -1.684], [-1.762, -2.945, -0.464], [-0.759, -0.017, -0.449], [-2.104, 0.281, -0.378], [-2.573, 1.594, -0.391], [-1.663, 2.626, -0.515], [-2.200, 4.041, -0.506], [-2.086, 4.707, 0.763], [-1.356, 3.912, 1.679], [-0.283, 2.350, -0.621], [0.170, 1.029, -0.555], [1.646, 0.834, -0.615], [2.262, 0.008, 0.012], [2.379, 1.794, -1.496], [3.514, 1.445, -2.202], [4.178, 2.378, -2.992], [3.721, 3.690, -3.084], [2.577, 4.036, -2.364], [1.912, 3.113, -1.588], [0.699, 3.467, -0.783], [0.581, 4.570, -0.314], [1.465, -1.813, 1.479], [-0.124, -1.443, 2.062], [0.282, -3.160, 1.712], [1.046, -1.647, -2.506], [0.664, -3.313, -2.106], [1.980, -2.486, -1.228], [-2.482, -2.583, -1.200], [-2.236, -2.941, 0.521], [-1.490, -3.980, -0.669], [-2.819, -0.527, -0.279], [-3.631, 1.802, -0.313], [-1.785, 4.663, -1.297], [-3.277, 3.976, -0.682], [-0.734, 4.532, 2.080], [3.919, 0.442, -2.134], [5.071, 2.115, -3.545], [4.259, 4.402, -3.690], [2.242, 5.065, -2.415], [5.529, 6.401, 0.083], [3.934, 7.448, 0.319], [5.316, 5.116, -1.343], [7.087, 7.514, -0.168], [5.682, 5.843, 0.995], [10.329, 8.514, 1.585], [10.700, 9.027, -0.235], [11.131, 6.820, 2.021], [10.842, 9.890, 2.829], [9.259, 8.390, 1.669], [-3.819, -6.548, 1.249], [-5.396, -6.425, 0.156], [-2.246, -6.914, 0.200], [-3.594, -4.991, 2.357], [-3.955, -7.389, 1.912], [-2.065, 3.531, -4.675], [-1.975, 2.419, -6.249], [-3.879, 4.013, -4.245], [-1.185, 2.721, -3.149], [-1.537, 4.446, -4.904], [-9.560, -5.942, -0.025], [-9.629, -7.750, 0.634], [-8.633, -4.779, 1.193], [-8.800, -5.859, -1.793], [-10.578, -5.589, -0.096], [-2.013, -3.681, 6.189], [-3.631, -2.852, 5.552], [-2.098, -5.601, 6.063], [-0.463, -2.976, 5.292], [-1.919, -3.434, 7.237], [-0.911, -10.018, 2.123], [-2.572, -9.471, 2.931], [0.147, -11.076, 3.332], [-1.201, -10.918, 0.448], [-0.352, -9.117, 1.910]]}

***

Entry 5:
{"formula": "C25H19Cl3N4O10S2SiTi", "method": "ωB97M-V/def2-TZVPD", "orbital_gap_ev": [6.1664, 7.4376], "lumo_energy_ev": [2.04, 1.40], "spin_multiplicity": 2, "e_above_lowest_kj_mol": 61.4, "total_energy_ha": -5251.76910, "charge": -1, "largest_force_ev_per_a": 0.132, "species": ["Ti", "O", "S", "O", "O", "C", "C", "C", "C", "C", "C", "S", "O", "O", "O", "H", "H", "H", "H", "O", "C", "O", "C", "C", "C", "C", "C", "C", "N", "C", "C", "C", "C", "C", "C", "N", "H", "H", "H", "H", "H", "H", "H", "H", "H", "H", "O", "N", "N", "O", "C", "C", "C", "C", "C", "C", "H", "H", "H", "H", "H", "Cl", "Si", "Cl", "Cl"], "positions_angstrom": [[-0.094, 0.004, 0.108], [3.008, 2.677, 1.510], [2.036, 2.696, 0.462], [2.474, 3.137, -0.838], [1.341, 1.364, 0.323], [0.765, 3.864, 0.965], [0.952, 5.145, 0.458], [0.109, 6.186, 0.814], [-0.947, 5.951, 1.677], [-1.145, 4.677, 2.186], [-0.296, 3.633, 1.846], [-0.685, 2.042, 2.565], [0.496, 1.527, 3.190], [-1.851, 2.239, 3.384], [-1.078, 1.229, 1.346], [1.770, 5.309, -0.230], [0.271, 7.174, 0.402], [-1.626, 6.750, 1.942], [-1.967, 4.465, 2.855], [-1.131, 7.388, -2.663], [-1.885, 6.516, -1.946], [-2.829, 6.935, -1.335], [-1.473, 5.083, -1.964], [-0.368, 4.600, -2.661], [-0.009, 3.269, -2.587], [-0.758, 2.385, -1.811], [-1.869, 2.861, -1.113], [-2.218, 4.194, -1.192], [-0.414, 1.026, -1.718], [-0.094, 0.388, -2.838], [0.160, -0.987, -2.746], [0.359, -1.837, -3.854], [0.377, -3.189, -3.665], [0.177, -3.701, -2.369], [0.050, -2.822, -1.324], [0.093, -1.486, -1.475], [-0.408, 6.920, -3.095], [0.274, 5.250, -3.248], [0.896, 2.922, -3.066], [-2.440, 2.173, -0.506], [-3.070, 4.575, -0.644], [-0.123, 0.893, -3.797], [0.465, -1.398, -4.837], [0.520, -3.859, -4.503], [0.148, -4.764, -2.178], [-0.073, -3.172, -0.310], [-2.143, -0.582, -0.124], [-2.638, -1.282, 0.803], [-1.765, -1.695, 1.626], [-0.475, -1.450, 1.415], [-2.116, -2.520, 2.736], [-1.093, -3.137, 3.437], [-1.421, -3.942, 4.519], [-2.745, -4.122, 4.888], [-3.754, -3.487, 4.174], [-3.448, -2.677, 3.095], [-0.068, -2.978, 3.138], [-0.630, -4.426, 5.076], [-2.992, -4.747, 5.736], [-4.788, -3.613, 4.466], [-4.221, -2.164, 2.542], [3.074, -0.474, 2.347], [2.172, -1.144, 0.623], [2.282, -3.239, 0.908], [3.519, -0.822, -0.934]]}

***

Entry 6:
{"formula": "C28H18BrI2N3O4RuS4", "method": "ωB97M-V/def2-TZVPD", "orbital_gap_ev": [5.7333, 5.6374], "lumo_energy_ev": [0.97, 0.81], "spin_multiplicity": 2, "e_above_lowest_kj_mol": 197.2, "total_energy_ha": -6400.09856, "charge": -1, "largest_force_ev_per_a": 1.828, "species": ["Ru", "O", "C", "C", "C", "C", "C", "C", "C", "O", "N", "N", "C", "C", "Br", "C", "C", "C", "C", "C", "C", "C", "H", "H", "H", "H", "H", "H", "H", "H", "H", "H", "H", "H", "H", "H", "O", "C", "S", "C", "C", "S", "S", "S", "I", "C", "C", "C", "I", "C", "C", "C", "C", "N", "C", "C", "O", "H", "H", "H", "H"], "positions_angstrom": [[-0.940, 0.076, -0.593], [-2.944, -3.552, 2.054], [-2.551, -4.412, 1.076], [-3.033, -5.712, 1.081], [-2.700, -6.568, 0.040], [-1.915, -6.123, -1.015], [-1.403, -4.830, -0.992], [-1.678, -3.987, 0.073], [-1.051, -2.633, 0.285], [-1.913, -1.595, 0.168], [0.096, -2.442, -0.616], [0.568, -1.133, -0.494], [1.958, -0.969, -0.435], [2.571, 0.130, -0.079], [0.327, 1.940, -1.618], [3.224, 1.146, 0.418], [3.772, 2.302, -0.315], [4.403, 3.315, 0.401], [4.913, 4.429, -0.250], [4.793, 4.539, -1.627], [4.160, 3.533, -2.347], [3.653, 2.420, -1.698], [-2.771, -2.642, 1.744], [-3.669, -6.035, 1.894], [-3.072, -7.584, 0.046], [-1.694, -6.779, -1.847], [-0.787, -4.465, -1.804], [-0.625, -2.653, 1.315], [0.807, -3.163, -0.526], [2.551, -1.836, -0.718], [3.364, 1.166, 1.499], [4.487, 3.232, 1.478], [5.394, 5.213, 0.320], [5.188, 5.409, -2.137], [4.046, 3.623, -3.419], [3.141, 1.649, -2.254], [-3.392, 0.556, -7.314], [-3.049, 0.356, -6.184], [-3.930, 0.951, -4.768], [-2.856, 0.302, -3.547], [-1.752, -0.409, -4.012], [-0.653, -1.162, -3.015], [-1.582, -0.540, -5.747], [-3.207, 0.519, -1.945], [-3.515, 4.550, 0.546], [-2.125, 3.548, 1.717], [-1.660, 4.117, 2.909], [-0.772, 3.446, 3.708], [-0.124, 4.360, 5.472], [-0.305, 2.163, 3.335], [0.543, 1.336, 4.102], [0.923, 0.115, 3.624], [0.480, -0.294, 2.355], [-0.320, 0.441, 1.631], [-0.744, 1.638, 2.103], [-1.706, 2.295, 1.278], [-2.132, 1.715, 0.228], [-2.018, 5.096, 3.196], [0.868, 1.668, 5.080], [1.560, -0.538, 4.203], [0.795, -1.237, 1.936]]}

***

Entry 7:
{"formula": "C8H28F4N4O13PbS4", "method": "ωB97M-V/def2-TZVPD", "orbital_gap_ev": 9.5667, "lumo_energy_ev": -0.16, "e_above_lowest_kj_mol": 0.0, "total_energy_ha": -3703.83642, "largest_force_ev_per_a": 4.378, "species": ["Pb", "N", "S", "O", "O", "F", "S", "O", "O", "F", "N", "S", "O", "O", "F", "S", "O", "O", "F", "O", "H", "H", "O", "H", "H", "O", "H", "H", "C", "C", "C", "O", "C", "N", "H", "H", "H", "H", "H", "H", "H", "H", "H", "H", "H", "C", "C", "C", "O", "C", "N", "H", "H", "H", "H", "H", "H", "H", "H", "H", "H", "H"], "positions_angstrom": [[-0.227, -0.385, -0.096], [-1.279, -1.411, -2.293], [-2.777, -1.094, -2.760], [-3.716, -1.416, -1.734], [-3.137, -1.300, -4.112], [-2.603, 0.493, -2.698], [-1.207, -3.052, -2.593], [-1.238, -3.347, -3.967], [-1.847, -3.881, -1.634], [0.330, -3.141, -2.237], [0.537, 0.700, 1.988], [2.030, 1.154, 2.397], [2.839, 0.115, 2.921], [2.236, 2.508, 2.761], [2.547, 1.164, 0.842], [-0.292, 1.055, 3.357], [-1.054, 2.241, 3.230], [0.381, 0.735, 4.557], [-1.342, -0.139, 3.194], [-2.450, 0.783, 0.329], [-3.228, 0.305, 0.633], [-2.533, 1.666, 0.707], [2.226, -0.913, -1.210], [3.154, -0.671, -1.141], [1.975, -0.646, -2.113], [0.822, -0.264, -3.494], [0.635, -0.095, -4.422], [0.013, -0.717, -3.159], [-2.197, -4.322, 2.036], [-1.281, -3.140, 1.791], [0.057, -3.581, 1.237], [0.918, -2.468, 1.009], [2.274, -2.728, 1.364], [-1.879, -2.245, 0.751], [-1.735, -5.074, 2.677], [-2.471, -4.815, 1.101], [-3.128, -3.984, 2.494], [-1.102, -2.530, 2.677], [-0.120, -4.074, 0.269], [0.561, -4.369, 1.803], [2.362, -2.823, 2.447], [2.834, -1.860, 1.028], [2.687, -3.601, 0.855], [-2.313, -2.841, 0.045], [-2.702, -1.813, 1.168], [1.246, 3.762, -2.555], [1.038, 2.972, -1.277], [0.670, 3.871, -0.122], [1.723, 4.767, 0.129], [1.603, 5.421, 1.375], [-0.038, 1.954, -1.473], [1.835, 3.217, -3.295], [1.863, 4.646, -2.358], [0.331, 4.160, -2.999], [1.954, 2.439, -1.022], [0.414, 3.308, 0.785], [-0.223, 4.479, -0.370], [2.537, 5.958, 1.516], [1.418, 4.741, 2.210], [0.757, 6.123, 1.371], [0.198, 1.493, -2.350], [-0.885, 2.509, -1.568]]}

***

Entry 8:
{"formula": "C23H29BrF3N2O2PPt", "method": "ωB97M-V/def2-TZVPD", "orbital_gap_ev": 7.1724, "lumo_energy_ev": -0.78, "e_above_lowest_kj_mol": 0.0, "total_energy_ha": -4488.10212, "largest_force_ev_per_a": 0.440, "species": ["Pt", "O", "C", "C", "C", "C", "C", "C", "C", "O", "N", "N", "C", "C", "Br", "C", "C", "C", "C", "C", "C", "C", "H", "H", "H", "H", "H", "H", "H", "H", "H", "H", "H", "H", "H", "H", "F", "C", "F", "F", "C", "C", "P", "C", "C", "C", "C", "H", "H", "H", "H", "H", "H", "H", "H", "H", "H", "H", "H", "H", "H", "H"], "positions_angstrom": [[-0.980, 1.616, -0.497], [-0.563, 4.588, 1.778], [0.706, 5.044, 1.755], [1.071, 6.051, 2.642], [2.353, 6.577, 2.605], [3.281, 6.120, 1.679], [2.915, 5.100, 0.811], [1.648, 4.535, 0.852], [1.314, 3.346, -0.015], [0.046, 3.382, -0.547], [1.438, 2.140, 0.838], [1.138, 1.000, 0.138], [1.846, -0.025, 0.403], [1.868, -1.319, -0.268], [0.977, -1.443, -1.922], [2.663, -2.273, 0.221], [2.883, -3.668, -0.190], [4.110, -4.251, 0.125], [4.382, -5.566, -0.216], [3.415, -6.327, -0.857], [2.177, -5.769, -1.144], [1.910, -4.450, -0.815], [-0.694, 4.088, 0.944], [0.329, 6.420, 3.339], [2.624, 7.363, 3.299], [4.270, 6.554, 1.630], [3.627, 4.726, 0.082], [2.078, 3.277, -0.810], [2.314, 2.087, 1.347], [2.582, 0.053, 1.206], [3.263, -1.961, 1.072], [4.865, -3.660, 0.631], [5.345, -5.997, 0.024], [3.621, -7.356, -1.119], [1.412, -6.367, -1.623], [0.933, -4.038, -1.015], [-3.329, 2.226, -1.964], [-2.664, 2.625, -0.832], [-3.586, 2.528, 0.172], [-2.468, 3.943, -0.987], [-5.085, 0.016, -0.555], [-3.873, -0.371, 0.287], [-2.185, -0.299, -0.444], [-1.361, -1.499, 0.678], [-1.721, -2.981, 0.623], [-2.481, -0.915, -2.142], [-2.966, -2.347, -2.347], [-5.992, -0.200, 0.013], [-5.140, -0.566, -1.477], [-5.095, 1.069, -0.816], [-3.992, -1.414, 0.595], [-3.829, 0.221, 1.203], [-1.599, -1.084, 1.663], [-0.288, -1.378, 0.566], [-2.797, -3.158, 0.620], [-1.311, -3.493, 1.494], [-1.307, -3.457, -0.266], [-1.588, -0.708, -2.724], [-3.228, -0.205, -2.508], [-2.160, -3.068, -2.213], [-3.351, -2.468, -3.361], [-3.771, -2.613, -1.659]]}